C4H13O4 as an isolated structure. Source: OMol25; level of theory: the ωB97M-V functional and the def2-TZVPD basis.

```
! wB97M-V def2-TZVPD RIJCOSX def2/J DEFGRID3
* xyz -1 1
C -1.2839 -1.3394 -0.4911
C -0.0460 -0.9322 -1.3244
C -0.0432 0.5484 -1.8533
O 0.1368 1.2642 -0.7342
C -1.3293 -0.7331 0.9447
O -0.3052 0.1309 1.2634
H -2.1543 -1.0843 -1.0589
H -1.3683 -2.4123 -0.5772
H 0.0044 -1.7138 -2.1276
H 0.7887 -1.0836 -0.6533
H -1.0565 0.8029 -2.3595
H 0.6675 0.6503 -2.5934
H -0.2046 0.6158 0.1913
H -2.3123 -0.1415 1.1238
H -1.0957 -1.4838 1.8159
H 1.9881 1.6461 -1.0087
H 2.1228 2.4775 -2.1812
O 2.5355 1.7360 -1.8087
H -0.6275 -0.4171 4.0934
H 0.1185 -0.5034 2.7265
O 0.0508 -0.9581 3.6487
*
```

Computed properties:
Lowest unoccupied orbital energy = 4.0 eV
Frontier orbital gap = 0.3085 hartree
E_tot = -461.142505 Ha
F_max = 4.348 eV Å⁻¹
Energy relative to the best compared isomer or geometry (same formula, charge and spin) = 183.9 kJ/mol
HOMO energy = -4.3 eV

Per-atom Mulliken charges, elementary charge units: -0.789 -0.969 -0.207 -0.811 -0.106 -0.863 0.295 0.376 0.413 0.284 0.210 0.404 0.323 0.110 0.364 0.366 0.283 -0.680 0.271 0.458 -0.733